{"formula": "C4H6N2OS", "method": "the ωB97M-V functional and the def2-TZVPD basis", "symbols": ["C", "C", "C", "C", "H", "H", "H", "H", "H", "H", "N", "N", "O", "S"], "xyz": [[-0.4221, 1.2968, -0.4705], [0.4258, -0.9343, -0.8715], [0.8730, -2.1612, -0.6722], [0.3769, -0.1398, 1.4244], [-1.6948, 2.7738, 0.1282], [-1.8918, 1.3644, 1.0403], [0.2866, -0.6290, -1.9237], [1.0446, -2.6084, 0.2796], [1.1253, -2.7985, -1.5111], [0.3121, 0.8945, 1.9933], [-1.2775, 1.9090, 0.4346], [0.1169, 0.1081, 0.0609], [0.6497, -1.1445, 1.9507], [0.0752, 2.0690, -1.8632]], "forces_ev_per_a": [[0.12, 1.43, 1.27], [0.00, 0.49, -1.53], [0.21, -0.38, 0.28], [-1.15, 5.45, 0.07], [0.20, 0.02, -0.15], [0.55, -0.02, -0.32], [0.02, 0.14, 0.85], [0.06, 0.00, 0.50], [-0.26, 0.30, -0.20], [0.09, -1.70, -0.75], [-0.04, -0.57, -0.54], [0.07, -1.98, -0.89], [0.59, -2.34, 0.63], [-0.46, -0.85, 0.80]], "nbo_charge": [0.279, -0.032, -0.419, 0.565, 0.412, 0.397, 0.229, 0.224, 0.209, 0.110, -0.795, -0.524, -0.523, -0.132], "smiles": "C=CN(C=O)C(N)=S", "orbital_gap_ev": 9.083, "relative_energy_kcal_mol": 45.1}

{"formula": "CHN4", "method": "the ωB97M-V functional and the def2-TZVPD basis", "symbols": ["C", "N", "N", "N", "N", "H"], "xyz": [[-0.5739, 0.3779, 0.0123], [-2.7302, -0.6148, -0.5142], [-1.0733, 1.5104, -0.1110], [-1.6587, -0.5998, 0.3657], [-2.8920, 0.2886, 0.3512], [0.4997, -0.1600, -0.1009]], "forces_ev_per_a": [[-0.60, 0.90, -1.05], [-0.70, 1.66, 0.25], [2.30, -0.20, -0.12], [0.82, -1.92, 1.79], [0.30, -1.61, -1.20], [-2.11, 1.17, 0.33]], "nbo_charge": [0.036, -0.135, -0.623, -0.337, -0.037, 0.096], "orbital_gap_ev": [7.504, 7.503], "relative_energy_kcal_mol": 133.6, "charge": -1}

{"formula": "C21H14N3O4PReSSbSe4", "method": "the ωB97M-V functional and the def2-TZVPD basis", "symbols": ["Re", "Se", "Sb", "Se", "Se", "Se", "O", "S", "O", "O", "C", "C", "C", "C", "C", "C", "P", "C", "C", "C", "C", "C", "C", "C", "C", "C", "C", "C", "C", "H", "H", "H", "H", "H", "H", "H", "H", "H", "H", "H", "H", "H", "H", "O", "N", "C", "C", "N", "C", "N"], "xyz": [[-0.6322, -1.5216, -1.8832], [-5.0875, -0.3379, -3.1563], [-3.8477, -2.3663, -3.0545], [-2.6077, -2.4977, -0.8259], [-1.4553, -1.9446, -4.0718], [-4.6696, -4.4314, -3.9031], [0.5645, -3.0890, -1.2035], [1.9129, -2.5960, -1.7028], [2.7769, -3.6143, -2.1952], [1.5865, -1.4869, -2.6200], [2.6619, -1.8995, -0.2530], [3.9892, -2.2161, -0.0047], [4.6245, -1.6636, 1.0936], [3.9377, -0.7918, 1.9309], [2.6130, -0.4769, 1.6754], [1.9436, -1.0376, 0.5878], [0.2253, -0.5101, 0.2152], [0.5078, 1.2790, 0.0247], [-0.0706, 2.2507, 0.8280], [0.1635, 3.5957, 0.5627], [0.9759, 3.9685, -0.4949], [1.5627, 2.9954, -1.2973], [1.3254, 1.6575, -1.0429], [-0.7450, -0.7307, 1.7243], [-0.3177, -1.4130, 2.8574], [-1.1827, -1.5831, 3.9289], [-2.4702, -1.0690, 3.8722], [-2.9054, -0.4005, 2.7368], [-2.0534, -0.2420, 1.6558], [4.5029, -2.8927, -0.6733], [5.6591, -1.9094, 1.2932], [4.4383, -0.3504, 2.7828], [2.0888, 0.2217, 2.3163], [-0.7256, 1.9703, 1.6424], [-0.3098, 4.3498, 1.1779], [1.1406, 5.0165, -0.7092], [2.1800, 3.2830, -2.1382], [1.7561, 0.9001, -1.6899], [0.6801, -1.8305, 2.9040], [-0.8499, -2.1242, 4.8054], [-3.1427, -1.2050, 4.7097], [-3.9152, -0.0175, 2.6748], [-2.4097, 0.2459, 0.7546], [-1.6220, 0.2382, -1.7791], [-1.3406, 1.1756, -2.6625], [-1.9494, 2.2920, -2.4259], [-1.7485, 3.3698, -3.3460], [-1.5877, 4.2686, -4.0431], [-2.7623, 2.5032, -1.2567], [-3.4088, 2.6677, -0.3217]], "forces_ev_per_a": [[-0.88, -0.27, -0.02], [0.05, 0.13, -0.01], [-0.20, -0.24, -0.17], [0.18, 0.06, -0.20], [0.15, -0.01, 0.53], [-0.03, -0.07, 0.02], [0.13, 0.22, -0.38], [0.10, -0.08, 0.08], [0.00, -0.02, 0.00], [0.11, -0.01, -0.04], [-0.19, 0.18, 0.15], [-0.06, 0.01, -0.02], [-0.01, 0.09, 0.14], [0.09, -0.07, -0.05], [-0.04, -0.09, -0.12], [0.15, -0.09, 0.00], [0.19, 0.05, 0.06], [0.00, -0.03, 0.01], [-0.01, 0.01, 0.00], [-0.01, 0.00, 0.01], [0.01, 0.00, -0.02], [-0.04, 0.04, 0.00], [0.00, -0.03, -0.01], [-0.03, 0.14, -0.07], [0.04, -0.04, -0.01], [-0.02, 0.01, 0.00], [0.01, -0.02, 0.02], [0.00, 0.02, -0.04], [0.00, -0.03, 0.05], [-0.01, 0.00, 0.00], [0.00, 0.01, 0.01], [0.01, 0.00, 0.00], [0.00, 0.00, 0.01], [0.01, 0.01, 0.00], [0.00, 0.00, 0.00], [0.00, 0.00, 0.00], [0.01, -0.01, 0.00], [0.00, 0.00, 0.00], [0.00, 0.01, 0.00], [0.00, 0.00, 0.00], [0.00, 0.00, 0.00], [0.00, 0.00, 0.01], [0.00, 0.00, 0.03], [0.33, 0.14, 0.01], [-0.09, 0.09, -0.04], [0.12, -0.19, 0.11], [0.05, 0.10, 0.03], [0.00, 0.00, -0.02], [-0.18, -0.10, -0.12], [0.08, 0.06, 0.07]], "lowdin_spin": [0.920, 0.009, 0.002, 0.159, -0.165, -0.012, 0.013, 0.006, 0.001, 0.019, 0.000, 0.000, 0.000, 0.000, 0.000, -0.001, -0.005, 0.000, 0.000, 0.000, 0.000, 0.000, 0.001, -0.001, -0.001, 0.001, -0.001, 0.001, 0.002, 0.000, 0.000, 0.000, 0.000, 0.000, 0.000, 0.000, 0.000, 0.001, 0.000, 0.000, 0.000, 0.000, 0.002, 0.027, 0.005, 0.008, 0.001, 0.004, 0.001, 0.003], "multiplicity": 2, "orbital_gap_ev": [5.326, 5.811], "s2": 0.81, "relative_energy_kcal_mol": 0.0, "charge": -1}